Model w:
The following is a DFT calculation (ωB97M-V/def2-TZVPD) of an isolated molecule of C4H9NO.

Geometry (Å):
C 0.794 1.417 -0.641
C -0.128 0.403 0.028
C -1.118 -0.228 -0.948
N 0.678 -0.620 0.692
C 0.219 -1.302 1.771
O -0.851 -1.104 2.313
H 0.212 2.201 -1.133
H 1.402 0.937 -1.418
H 1.456 1.884 0.094
H -0.701 0.898 0.819
H -1.737 -0.958 -0.418
H -0.589 -0.734 -1.763
H -1.770 0.531 -1.393
H 1.542 -0.923 0.264
H 0.938 -2.065 2.131

Output
- Kohn-Sham gap: 0.3920 Ha
- SMILES: CC(C)NC=O

Model x:
The following is a DFT calculation (ωB97M-V/def2-TZVPD) of an isolated molecule of C4H9NO.

Geometry (Å):
C 0.981 1.055 -2.184
C 0.679 -0.009 -1.145
N -0.200 0.411 -0.198
C -0.576 -0.235 0.986
C 0.299 -1.357 1.402
O -1.593 0.196 1.592
H 1.424 1.858 -1.852
H 0.091 1.473 -2.712
H 1.764 0.723 -3.133
H 1.551 -0.397 -0.623
H 0.342 -0.974 -1.807
H -0.987 0.945 -0.536
H 0.358 -2.155 0.799
H 1.379 -0.835 1.712
H -0.069 -1.805 2.449

Output
- Kohn-Sham gap: 0.3756 Ha
- SMILES: CCNC(C)=O

So which one is most stable? That would be model w, about 189.1 kJ/mol below the next structure.

Model w:
The following is a DFT calculation (ωB97M-V/def2-TZVPD) of a 2-piece molecular cluster, C4H9NO overall.

Geometry (Å):
C -2.680 -0.094 0.340
N -1.594 0.531 0.300
C -0.370 -0.097 -0.017
C 0.348 0.379 -1.036
C 1.458 -0.280 -1.789
H -2.948 -0.808 -0.465
H -3.471 -0.051 1.092
H -0.067 -0.806 0.741
H -0.011 1.300 -1.486
H 1.233 -0.951 -2.618
H 2.081 0.526 -2.176
H 2.094 -0.896 -1.142
O 1.172 0.364 3.079
H 0.740 0.872 2.389
H 2.014 0.012 2.789

Output
- Kohn-Sham gap: 0.3201 Ha
- SMILES: C=N/C=C/C.O

Model x:
The following is a DFT calculation (ωB97M-V/def2-TZVPD) of a 2-piece molecular cluster, C4H9NO overall.

Geometry (Å):
H 0.346 -2.818 -1.367
N 0.834 -2.107 -0.824
C 0.491 -0.938 -1.077
C -0.571 -0.291 -1.842
H 0.858 -0.155 -0.238
H -0.173 0.131 -2.765
H -1.399 -0.968 -2.057
H -0.873 0.639 -1.203
C -0.127 0.580 2.128
C 0.360 1.257 0.877
O -0.420 1.798 0.080
H -1.184 0.328 2.046
H 0.442 -0.340 2.286
H 0.025 1.233 2.988
H 1.390 1.650 0.969

Output
- Kohn-Sham gap: 0.3752 Ha
- SMILES: [H]/N=C\C.CC=O

Model y:
The following is a DFT calculation (ωB97M-V/def2-TZVPD) of an isolated molecule of C4H9NO.

Geometry (Å):
C 1.200 -0.897 1.087
C 1.113 0.311 0.166
N 0.527 0.014 -1.156
C -0.671 0.205 -1.662
C -1.687 0.704 -0.647
O -1.732 0.014 0.604
H 1.681 -0.610 2.028
H 0.195 -1.260 1.311
H 1.785 -1.708 0.640
H 2.116 0.712 -0.026
H 1.214 -0.324 -1.822
H 0.523 1.102 0.633
H -2.684 0.693 -1.105
H -1.470 1.755 -0.405
H -1.993 -0.894 0.403

Output
- Kohn-Sham gap: 0.3271 Ha

So which one is most stable? That would be model x, about 24.6 kJ/mol below the next structure.

Model w:
The following is a DFT calculation (ωB97M-V/def2-TZVPD) of a 2-piece molecular cluster, C4H9NO overall.

Geometry (Å):
C 0.495 -1.788 1.127
C 1.329 -0.892 1.583
N 1.055 0.509 1.707
H -0.369 -1.472 0.805
H 0.755 -2.740 1.044
H 2.388 -1.167 1.590
H 0.084 0.656 1.592
H 1.497 0.665 2.655
C -1.649 0.333 -1.273
C -0.931 0.953 -2.188
O -0.557 2.270 -1.894
H -2.208 -0.586 -1.535
H -1.853 0.640 -0.201
H -0.494 0.409 -3.116
H 0.458 2.210 -1.895

Output
- Kohn-Sham gap: 0.3555 Ha
- SMILES: C=CN.C=CO

Model x:
The following is a DFT calculation (ωB97M-V/def2-TZVPD) of an isolated molecule of C4H9NO.

Geometry (Å):
C -0.830 1.447 -0.180
C -0.443 0.196 0.159
C -1.106 -0.972 -0.528
C 0.708 -0.125 1.109
N 1.742 -0.429 0.094
O 1.960 0.737 -0.706
H -0.246 2.296 0.311
H -1.689 1.555 -0.871
H -1.275 -1.777 0.185
H -0.323 -1.502 -1.059
H -1.800 -0.629 -1.319
H 1.105 0.719 1.714
H 0.334 -1.055 1.642
H 2.576 -0.555 0.620
H 1.051 1.019 -0.919

Output
- Kohn-Sham gap: 0.3574 Ha
- SMILES: C=C(C)CNO

Model y:
The following is a DFT calculation (ωB97M-V/def2-TZVPD) of a 2-piece molecular cluster, C4H9NO overall.

Geometry (Å):
C -0.034 -0.766 -1.136
C 1.421 -1.008 0.907
N -0.769 1.258 -0.806
C 0.071 -0.790 0.261
C -0.995 -0.313 0.996
O -1.373 2.460 -1.218
H -0.716 3.171 -1.246
H 0.091 1.480 -0.297
H -0.977 -0.976 -1.618
H 0.861 -0.844 -1.745
H 1.503 -0.473 1.855
H 2.238 -0.683 0.260
H 1.576 -2.069 1.114
H -0.898 -0.138 2.061
H -2.001 -0.310 0.611

Output
- Kohn-Sham gap (spin up / spin down): 0.3185 / 0.3058 Ha

Model z:
The following is a DFT calculation (ωB97M-V/def2-TZVPD) of a 2-piece molecular cluster, C4H9NO overall.

Geometry (Å):
C 0.862 2.076 2.851
C 0.801 0.959 2.141
C 0.649 0.931 0.686
C 0.841 -0.205 0.004
N 0.902 -0.290 -1.400
H 1.158 2.053 3.892
H 0.757 3.031 2.345
H 0.876 -0.013 2.624
H 0.856 1.858 0.197
H 0.928 -1.128 0.568
H 1.068 -1.256 -1.638
H 1.557 0.400 -1.734
O -3.673 -3.097 -3.747
H -4.129 -3.151 -2.905
H -3.450 -2.167 -3.884

Output
- Kohn-Sham gap: 0.3214 Ha
- SMILES: C=C/C=C/N.O

So which one is most stable? That would be model z, about 159.3 kJ/mol below the next structure.

Model w:
The following is a DFT calculation (ωB97M-V/def2-TZVPD) of a 2-piece molecular cluster, C4H9NO overall.

Geometry (Å):
C 0.343 -0.514 -3.044
C 1.463 -0.979 -2.508
N 1.792 -0.936 -1.168
H -0.414 -0.078 -2.417
H 0.165 -0.552 -4.103
H 2.239 -1.488 -3.074
H 1.263 -0.489 -0.440
H 2.460 -1.594 -0.815
C -1.170 1.058 3.124
C -1.592 0.853 1.699
O -0.984 0.104 0.978
H -0.088 1.131 3.113
H -1.538 1.947 3.626
H -1.443 0.187 3.723
H -2.496 1.350 1.307

Output
- Kohn-Sham gap: 0.3210 Ha
- SMILES: C=CN.CC=O

Model x:
The following is a DFT calculation (ωB97M-V/def2-TZVPD) of an isolated molecule of C4H9NO.

Geometry (Å):
O -1.877 -1.065 -0.156
C -1.188 -0.421 0.896
C -0.493 0.861 0.455
N 0.486 0.769 -0.628
C 1.828 0.329 -0.308
C 0.930 -0.525 -1.117
H -2.295 -0.387 -0.701
H -0.472 -1.157 1.282
H -1.870 -0.172 1.725
H -1.274 1.560 0.125
H -0.020 1.326 1.330
H 2.632 0.897 -0.769
H 2.032 0.004 0.713
H 0.536 -1.423 -0.651
H 1.044 -0.596 -2.196

Output
- Kohn-Sham gap: 0.3693 Ha
- SMILES: OCCN1CC1

So which one is most stable? That would be model w, about 52.3 kJ/mol below the next structure.

Model w:
The following is a DFT calculation (ωB97M-V/def2-TZVPD) of an isolated molecule of C4H9NO.

Geometry (Å):
C -0.329 -1.460 0.286
C 0.122 -0.666 -0.928
N -0.699 0.524 -1.200
C 0.607 0.684 -0.562
C 0.511 0.968 0.946
O -0.825 0.968 1.451
H 0.532 -2.002 0.703
H -0.740 -0.757 1.036
H -1.137 -2.151 0.061
H 0.535 -1.173 -1.807
H -0.641 0.791 -2.178
H 1.387 1.189 -1.138
H 0.934 1.927 1.223
H 1.108 0.178 1.445
H -1.433 1.027 0.687

Output
- Kohn-Sham gap: 0.3906 Ha
- SMILES: C[C@H]1N[C@H]1CO

Model x:
The following is a DFT calculation (ωB97M-V/def2-TZVPD) of a 3-piece molecular cluster, C4H9NO overall.

Geometry (Å):
H 2.319 2.744 0.567
H 2.633 3.292 0.743
C 1.923 -1.493 -0.073
C 1.361 -0.199 -0.186
N 0.776 0.772 -0.346
H 1.775 -1.927 -0.984
H 2.908 -1.443 0.365
H 1.352 -1.899 0.733
C -2.297 0.527 0.276
C -1.936 -0.618 -0.594
O -1.266 -1.508 -0.265
H -1.365 1.052 0.403
H -3.159 1.110 -0.143
H -2.682 0.134 1.199
H -2.342 -0.545 -1.696

Output
- Kohn-Sham gap: 0.3900 Ha
- SMILES: [H][H].CC#N.CC=O

Model y:
The following is a DFT calculation (ωB97M-V/def2-TZVPD) of a 2-piece molecular cluster, C4H9NO overall.

Geometry (Å):
C -0.553 1.579 -0.461
N 0.067 0.262 -0.684
C 1.392 0.238 -0.796
C -0.770 -0.776 -0.711
C 0.087 -1.285 1.803
O -0.461 -2.200 2.366
H -0.994 1.928 -1.396
H 0.202 2.283 -0.114
H -1.332 1.478 0.297
H 1.935 1.170 -0.795
H 0.957 -1.414 1.128
H 1.870 -0.697 -1.057
H -0.387 -1.749 -0.984
H -1.826 -0.595 -0.583
H -0.187 -0.223 1.987

Output
- Kohn-Sham gap: 0.2954 Ha

Model z:
The following is a DFT calculation (ωB97M-V/def2-TZVPD) of an isolated molecule of C4H9NO.

Geometry (Å):
C 0.750 0.834 1.551
C 0.897 -0.041 0.300
O 0.831 -1.417 0.602
C -0.209 0.320 -0.682
C -0.723 -0.625 -1.688
N -1.435 -0.434 -0.422
H 1.150 0.306 2.419
H 1.279 1.787 1.448
H -0.306 1.055 1.742
H 1.880 0.117 -0.160
H -0.116 -1.606 0.712
H -0.304 1.385 -0.896
H -0.255 -1.599 -1.801
H -1.170 -0.215 -2.591
H -2.269 0.133 -0.533

Output
- Kohn-Sham gap: 0.3961 Ha
- SMILES: C[C@@H](O)[C@H]1CN1

So which one is most stable? That would be model z, about 53.9 kJ/mol below the next structure.

Model w:
The following is a DFT calculation (ωB97M-V/def2-TZVPD) of an isolated molecule of C4H9NO.

Geometry (Å):
C 1.943 0.588 0.185
N 0.535 0.361 0.108
C -0.253 0.121 -1.080
C -1.219 -0.723 -0.206
O -2.581 -0.410 -0.186
C -0.337 -0.353 1.019
H 2.181 1.606 -0.155
H 2.248 0.504 1.232
H 2.548 -0.121 -0.409
H 0.224 -0.444 -1.898
H -0.687 1.039 -1.514
H -1.177 -1.785 -0.445
H -2.666 0.527 0.031
H -0.830 0.307 1.755
H 0.073 -1.218 1.563

Output
- Kohn-Sham gap: 0.3299 Ha
- SMILES: CN1CC(O)C1

Model x:
The following is a DFT calculation (ωB97M-V/def2-TZVPD) of C4H9NO as an isolated structure.

Geometry (Å):
C 1.140 -0.083 -0.121
C 0.324 -0.901 0.765
O -0.245 -0.488 1.758
C -0.284 0.038 -0.920
C -1.727 0.350 -0.487
N -0.792 1.382 -0.849
H 2.223 -0.195 1.955
H 1.955 -0.565 -0.691
H 1.437 0.912 0.221
H 0.195 -1.922 0.361
H 1.547 -0.181 2.273
H -0.267 -0.541 -1.837
H -2.057 0.321 0.552
H -2.524 0.116 -1.207
H -0.925 1.757 -1.773

Output
- Kohn-Sham gap: 0.3794 Ha

So which one is most stable? That would be model w, about 246.8 kJ/mol below the next structure.